Entry 1:
Molecular formula: C26H44BrMnNOP2
Method: DFT, ωB97M-V/def2-TZVPD

Structure (XYZ):
```
76
Properties=species:S:1:pos:R:3:forces:R:3:mulliken_charge:R:1
N -6.346 4.743 -4.086 0.11 -0.08 0.12 -0.4928
C -6.207 5.219 -2.843 0.12 -0.45 -0.19 -0.3833
C -5.447 4.562 -1.873 0.03 -0.03 -0.03 -0.4988
C -4.794 3.346 -2.181 -1.21 -0.09 -0.76 0.6400
C -4.931 2.886 -3.522 0.07 0.27 0.15 -0.3495
C -5.712 3.617 -4.427 0.36 -0.44 0.52 -0.3795
C -3.980 2.688 -1.198 0.09 0.26 -0.63 -0.0676
Mn -2.304 0.450 0.260 1.27 -1.53 1.61 0.5074
P 4.958 -0.667 0.967 2.17 -0.78 0.24 -0.1880
C -3.147 1.596 -1.433 -0.37 0.14 -0.33 -0.3397
C -1.689 1.871 -1.199 0.66 0.33 1.09 -0.0352
C -0.683 1.352 -2.049 -0.63 -0.15 0.46 -0.6124
C 0.656 1.649 -1.825 -0.07 0.61 0.64 -0.1753
C 1.021 2.448 -0.718 -1.19 -0.80 -0.34 0.0837
C 0.087 2.692 0.296 -0.83 0.14 -0.04 -0.9008
C -1.299 2.499 0.057 1.39 -0.04 -1.38 -0.1911
Br 2.669 3.249 -0.672 0.69 0.13 0.17 -0.0506
H -3.901 3.221 -0.254 0.37 0.33 -0.17 0.3312
H -3.440 0.849 -2.186 0.44 0.74 -0.27 0.6805
H -5.332 5.027 -0.903 -0.09 -0.13 0.13 0.3620
H -4.380 2.012 -3.872 -0.28 0.16 0.09 0.3106
H -6.745 6.144 -2.618 0.28 -0.29 -0.04 0.3760
H -5.820 3.247 -5.457 -0.03 0.36 0.47 0.3684
H -1.012 0.709 -2.868 0.28 0.35 0.03 0.6440
H -2.025 3.013 0.698 0.22 -0.38 -0.02 0.4527
H 1.453 1.308 -2.476 -0.22 0.03 -0.18 0.4376
H 0.428 3.069 1.261 -0.14 0.27 -0.37 0.5456
P -0.821 -1.931 0.517 -0.49 0.08 -0.46 1.0680
C 5.319 1.128 1.040 -0.65 0.17 0.09 0.3409
C 6.674 1.571 0.489 -0.10 0.05 0.07 -1.2514
H 5.258 1.383 2.111 -0.06 0.07 -0.31 0.4209
H 4.502 1.628 0.503 0.19 0.22 0.32 -0.5295
H 6.763 2.656 0.612 0.09 -0.15 -0.04 0.3810
H 7.492 1.098 1.042 -0.11 0.03 -0.20 0.3619
H 6.783 1.356 -0.580 0.02 -0.09 0.18 0.3126
C 4.235 -0.968 -0.668 -0.32 0.28 -0.35 1.5417
C 5.040 -2.024 -1.444 -0.21 0.07 -0.23 -1.4143
H 4.223 0.001 -1.185 -0.08 -0.23 -0.22 0.2934
H 3.194 -1.281 -0.514 0.10 0.02 -0.26 -1.3228
H 4.654 -2.116 -2.466 0.10 -0.05 0.09 0.4098
H 6.104 -1.750 -1.509 -0.37 -0.09 0.10 0.3821
H 4.968 -3.012 -0.968 0.09 0.31 -0.05 0.3407
C 3.686 -0.979 2.232 -0.37 0.35 -0.06 0.4845
C 4.380 -1.702 3.404 -0.21 -0.08 0.14 -1.2549
H 2.878 -1.582 1.775 0.31 0.11 0.25 -0.5108
H 3.256 -0.011 2.528 -0.17 -0.29 0.15 0.3528
H 3.706 -2.422 3.874 0.07 0.08 0.12 0.3607
H 5.265 -2.242 3.036 -0.34 0.13 0.22 0.4010
H 4.711 -0.989 4.170 -0.03 -0.18 -0.19 0.3062
C -0.704 -3.303 1.779 0.38 0.54 0.77 -0.2879
C -1.617 -4.527 1.668 -0.08 0.00 -0.12 -1.4400
H -0.836 -2.818 2.756 0.05 -0.41 -0.22 -0.0976
H 0.345 -3.637 1.736 -0.22 0.26 0.05 0.4389
H -2.649 -4.306 1.962 0.17 -0.03 -0.15 0.3233
H -1.618 -4.966 0.663 0.03 0.02 0.20 0.3727
H -1.255 -5.304 2.349 -0.02 0.20 -0.09 0.4089
C 0.428 -2.481 -0.711 0.19 -0.03 0.26 0.7566
C 0.147 -2.206 -2.177 0.10 -0.04 -0.35 -1.2339
H 0.557 -3.556 -0.537 0.02 0.12 -0.11 0.5590
H 1.363 -1.991 -0.402 -0.19 -0.24 -0.11 -1.2367
H -0.804 -2.635 -2.514 0.17 0.07 0.07 0.4323
H 0.154 -1.135 -2.404 -0.01 -0.22 0.04 0.0450
H 0.933 -2.676 -2.783 -0.18 0.19 0.11 0.4369
C -2.447 -2.354 -0.237 0.48 0.09 -0.30 -1.2102
C -3.575 -1.807 0.633 -0.16 -0.91 0.09 -1.0204
H -2.466 -3.442 -0.282 -0.48 0.11 -0.25 0.6363
H -2.485 -1.965 -1.266 -0.15 -0.16 0.18 0.3322
H -3.777 -0.721 0.481 -0.63 -0.29 0.13 0.3573
H -4.505 -2.310 0.354 -0.11 0.41 0.08 0.3937
H -3.406 -1.999 1.703 -0.04 0.28 -0.29 0.3748
C -0.765 -0.301 4.189 0.41 -0.32 0.51 -0.5123
O -1.636 0.244 3.191 -0.65 0.72 -0.21 -0.3835
H 0.105 0.350 4.372 -0.34 -0.16 -0.09 0.2899
H -0.396 -1.268 3.825 -0.12 0.37 0.15 0.1145
H -1.316 -0.455 5.135 0.31 0.01 -0.47 0.3323
H -2.123 0.956 3.638 0.14 -0.29 -0.22 0.2688
```
Positions in Å, forces in eV/Å.

Results
HOMO energy (alpha / beta): -11.47 / -11.47 eV
relative energy (zero: lowest compared OMol25 entry of this formula, charge and spin): 66.9 kcal per mole
charge: +2
DFT total energy: -5554.11450 hartree
orbital gap (alpha / beta): 3.85 / 3.80 eV
multiplicity: 6


Entry 2:
Molecular formula: C8H8ClNO2
Method: DFT, ωB97M-V/def2-TZVPD

Structure (XYZ):
```
20
Properties=species:S:1:pos:R:3:forces:R:3:mulliken_charge:R:1
C -1.861 1.848 0.410 -1.44 -3.33 0.74 -0.4590
O -2.421 1.094 -0.696 0.04 0.66 -1.30 -0.3624
N -2.856 -0.166 -0.478 0.60 -0.11 0.23 0.0930
Cl -4.521 -0.239 -0.097 0.22 -0.11 0.17 -0.0641
C -2.017 -1.233 -0.083 -1.88 -1.04 1.13 0.4858
O -2.592 -2.195 0.421 1.27 0.78 -0.62 -0.6103
C -0.533 -1.169 -0.303 -0.97 1.43 0.75 0.0447
C -0.014 -0.343 -1.288 2.72 -3.02 2.01 -0.2197
C 1.352 -0.372 -1.448 1.20 2.11 -0.51 -0.5546
C 2.158 -1.047 -0.582 2.41 -0.06 0.25 -0.1925
C 1.647 -1.803 0.434 0.62 -1.29 1.48 -0.4631
C 0.296 -1.766 0.654 -0.97 -1.47 -1.27 -0.5078
H -1.432 2.641 -0.091 1.58 1.53 -0.74 0.2120
H -1.210 1.064 0.869 -0.07 1.59 0.42 0.3256
H -2.666 2.254 1.028 0.13 -0.39 0.34 0.2262
H -0.558 0.303 -1.797 -2.68 2.44 -2.55 0.7636
H 1.927 0.343 -2.075 -1.01 -0.56 -0.08 0.2811
H 3.261 -0.880 -0.610 -0.96 -0.45 -0.35 0.2996
H 2.288 -2.492 1.054 -0.62 1.19 -0.52 0.3258
H -0.161 -2.428 1.367 -0.17 0.08 0.42 0.3761
```
Positions in Å, forces in eV/Å.

Results
HOMO energy: -9.34 eV
relative energy (zero: lowest compared OMol25 entry of this formula, charge and spin): 86.5 kcal per mole
charge: 0
DFT total energy: -974.94074 hartree
orbital gap: 9.70 eV


Entry 3:
Molecular formula: C40H40AsBr2N2O3P2Pd
Method: DFT, ωB97M-V/def2-TZVPD

Structure (XYZ):
```
91
Properties=species:S:1:pos:R:3:forces:R:3:mulliken_charge:R:1
Pd -0.593 -0.657 -0.499 0.14 0.44 0.17 0.0655
C 1.418 3.070 1.562 0.11 -0.05 0.03 -1.3194
N 0.841 1.740 1.299 0.00 0.27 0.31 0.5967
P -0.516 1.353 2.343 -0.17 -0.05 -0.11 -0.2676
C 0.329 1.317 3.967 0.05 0.05 0.03 1.1050
C 1.698 1.139 4.157 0.01 -0.03 -0.07 -0.1421
C 2.229 1.077 5.434 0.03 0.00 0.02 -1.0427
C 1.395 1.183 6.539 -0.01 0.01 0.03 -0.5830
C 0.033 1.362 6.361 0.02 0.00 0.08 -0.6556
C -0.494 1.441 5.082 -0.05 0.03 -0.04 -0.6788
C -0.667 -0.484 2.149 0.34 0.00 0.13 -0.4133
C -1.923 -1.059 1.978 -0.17 -0.04 -0.10 0.3917
C -2.123 -2.429 2.153 0.01 0.06 0.00 -0.8665
C -1.067 -3.237 2.513 0.05 0.02 0.01 -0.4019
C 0.204 -2.685 2.692 -0.04 0.08 -0.03 -1.3371
C 0.397 -1.333 2.516 0.08 -0.06 0.04 0.5007
P 1.249 0.921 -0.087 -0.55 -0.30 -0.31 1.9239
C 1.123 2.071 -1.485 0.13 0.03 -0.05 0.8523
C 0.306 3.196 -1.437 -0.13 -0.02 0.00 -0.6118
C 0.117 3.978 -2.568 0.00 -0.01 0.04 -0.7221
C 0.733 3.639 -3.763 0.00 0.05 -0.01 -0.6980
C 1.544 2.515 -3.824 0.04 0.00 0.00 -0.8232
C 1.737 1.738 -2.693 0.10 -0.04 0.02 -0.8631
C 3.016 0.545 0.015 0.02 -0.06 -0.01 0.6478
C 4.002 1.427 -0.422 0.05 0.09 0.07 -0.5704
C 5.343 1.121 -0.246 -0.02 0.06 -0.03 -0.8031
C 5.712 -0.070 0.361 -0.03 -0.06 0.03 -0.6998
C 4.737 -0.960 0.789 0.09 0.00 -0.01 -0.8390
C 3.398 -0.653 0.616 -0.04 -0.18 -0.09 -0.3040
H 1.661 3.179 2.617 0.01 -0.03 0.03 0.5626
H 0.736 3.876 1.290 -0.02 0.00 -0.01 0.3338
H 2.342 3.188 0.998 -0.02 0.03 -0.02 0.3213
H 2.354 1.040 3.299 0.02 0.05 -0.01 0.3005
H 3.294 0.946 5.568 0.03 -0.01 0.01 0.4473
H 1.808 1.133 7.537 0.02 0.00 0.02 0.3961
H -0.619 1.451 7.219 -0.02 0.00 0.02 0.4150
H -1.559 1.600 4.955 -0.03 0.01 -0.04 0.3918
H -2.761 -0.436 1.707 -0.01 0.06 0.01 0.1255
H -3.107 -2.847 1.996 -0.03 -0.02 0.00 0.4116
H -1.217 -4.299 2.653 -0.01 -0.05 0.01 0.4191
H 1.031 -3.319 2.983 0.03 -0.02 0.01 0.4922
H 1.368 -0.896 2.714 -0.03 -0.09 -0.03 0.6139
H -0.215 3.441 -0.523 0.01 -0.01 0.01 0.0707
H -0.514 4.855 -2.514 -0.01 0.03 -0.01 0.4973
H 0.583 4.250 -4.643 0.00 0.00 -0.02 0.4476
H 2.026 2.240 -4.751 0.02 -0.01 -0.04 0.4555
H 2.364 0.856 -2.763 0.01 0.00 0.04 0.5527
H 3.731 2.359 -0.901 -0.02 0.00 -0.02 0.4324
H 6.099 1.816 -0.586 0.02 0.00 0.00 0.4563
H 6.759 -0.307 0.492 0.02 -0.01 0.01 0.4167
H 5.019 -1.898 1.248 0.01 -0.01 0.01 0.4854
H 2.646 -1.370 0.927 -0.04 0.07 0.02 0.1510
Br 2.354 -6.495 0.887 0.05 -0.01 0.02 -0.1735
C 0.978 -5.435 0.149 -0.04 0.12 -0.02 0.0051
C -0.273 -5.994 -0.079 0.11 -0.08 0.05 -0.5616
C -1.290 -5.214 -0.599 -0.08 0.15 -0.03 -0.9374
C -1.088 -3.864 -0.872 0.17 -0.13 0.06 0.8853
C 0.183 -3.347 -0.657 0.00 0.25 -0.08 0.6348
C 1.227 -4.105 -0.155 -0.11 -0.22 0.03 -1.2760
C -2.267 -3.029 -1.330 -0.26 -0.08 -0.11 -0.2613
O -3.137 -3.540 -2.015 0.13 -0.09 0.06 -0.7272
O -2.310 -1.812 -0.898 -0.02 0.19 -0.10 -0.5091
H -0.445 -7.036 0.152 0.00 -0.01 0.00 0.4573
H -2.267 -5.639 -0.789 -0.02 0.01 -0.01 0.5270
H 0.441 -2.313 -0.947 0.11 -0.30 0.09 0.6672
H 2.204 -3.673 0.004 0.04 -0.02 -0.03 0.6546
C -4.374 1.838 0.860 -0.08 0.04 -0.01 -1.2744
As -3.394 1.596 -0.766 0.24 -0.10 0.14 0.8795
C -3.297 3.316 -1.606 -0.04 0.07 0.04 -1.0255
C -4.382 0.436 -1.932 0.09 -0.06 -0.04 -0.8904
O -1.815 1.127 -0.417 -0.18 0.20 -0.13 -0.1850
H -5.387 2.153 0.608 0.01 0.03 0.05 0.4670
H -3.882 2.592 1.471 0.03 0.00 -0.04 0.3940
H -4.416 0.905 1.415 -0.03 -0.07 -0.03 0.3846
H -4.304 3.698 -1.776 -0.01 -0.02 0.00 0.5185
H -2.780 3.222 -2.559 0.02 -0.01 -0.01 0.2121
H -2.752 3.999 -0.955 -0.01 -0.03 -0.01 0.2795
H -5.314 0.155 -1.446 0.00 -0.02 0.00 0.4911
H -3.788 -0.460 -2.113 -0.02 -0.04 0.05 0.0268
H -4.595 0.965 -2.860 0.03 -0.01 -0.01 0.4206
Br -2.228 1.889 -5.443 -0.03 -0.01 0.01 -0.1258
C -1.316 0.418 -4.699 0.01 -0.03 -0.01 -0.6916
C -0.920 -0.652 -5.483 -0.01 0.06 -0.02 -0.3299
C -0.224 -1.679 -4.872 0.08 -0.04 0.20 -1.0631
C 0.023 -1.612 -3.508 -0.11 0.07 -0.18 -0.5819
N -0.394 -0.589 -2.758 -0.02 -0.19 -0.12 1.5107
C -1.036 0.418 -3.348 0.08 0.10 0.03 -0.4075
H -1.140 -0.675 -6.541 -0.01 0.00 -0.01 0.5121
H 0.119 -2.534 -5.434 0.00 0.00 -0.02 0.4835
H 0.564 -2.401 -3.008 -0.03 -0.06 -0.02 0.5576
H -1.284 1.251 -2.709 -0.10 0.07 0.00 0.4152
```
Positions in Å, forces in eV/Å.

Results
HOMO energy (alpha / beta): -10.41 / -10.79 eV
relative energy (zero: lowest compared OMol25 entry of this formula, charge and spin): 25.8 kcal per mole
charge: +1
DFT total energy: -10077.70195 hartree
orbital gap (alpha / beta): 8.15 / 6.89 eV
multiplicity: 3